Entry 1:
Computed, not measured: the ion C9H11N2S with charge +1 in a non-equilibrium geometry, with ωB97M-V with the def2-TZVPD basis set.

XYZ file:
```
23
Properties=species:S:1:pos:R:3:forces:R:3:nbo_charge:R:1
C 1.1222 0.5116 -0.1157 2.78 0.93 -1.01 -0.149
C -0.0827 -0.2581 -0.1750 -2.03 -0.69 1.57 -0.274
C 2.3190 -0.1779 -0.1042 -2.57 -1.79 0.61 -0.060
C 0.2059 -1.6343 -0.0258 0.26 0.00 -0.55 0.122
C 1.3400 1.9230 -0.1058 -1.41 -1.48 0.32 -0.088
C -1.4880 0.1883 -0.0751 2.18 1.21 -2.64 0.463
C 3.7361 0.1483 0.2172 -0.68 -0.43 0.09 -0.670
C 1.5902 3.0653 0.0851 0.01 2.89 0.02 -0.161
C -2.4655 -0.4998 0.7329 -0.39 -1.36 1.99 -0.715
N -1.8796 1.2290 -0.8313 -1.45 -1.35 2.48 -0.673
N -0.6519 -2.7018 0.0083 1.24 2.28 0.69 -0.759
S 1.9028 -1.9010 -0.0760 0.00 0.03 0.04 0.447
H 3.9402 -0.4971 1.1871 0.33 1.72 -2.01 0.254
H 4.2933 -0.1799 -0.7101 0.15 0.48 1.43 0.253
H 3.7143 1.2643 0.3398 0.82 -1.14 0.19 0.261
H -2.9067 1.4879 -0.7190 2.25 0.27 -0.44 0.432
H -1.1233 1.8491 -1.0595 -0.19 0.74 -0.82 0.443
H 1.6892 4.1463 0.1813 0.17 -0.93 -0.04 0.263
H -1.9302 -0.8218 1.6923 -1.09 0.54 -1.10 0.287
H -2.8487 -1.4189 0.2986 -0.04 -0.09 -0.27 0.252
H -3.3878 0.0586 0.9170 0.41 0.26 0.20 0.264
H -1.6003 -2.4433 -0.0633 -0.75 -0.73 -0.35 0.388
H -0.2946 -3.5497 -0.3271 0.02 -1.36 -0.39 0.419
```
Forces are in eV/Å.

Its HOMO energy is -11.6 eV. The charge is +1. Its HOMO-LUMO gap is 0.2641 hartree. Its spin multiplicity is 1.

=====

Entry 2:
Computed, not measured: the ion C9H11N4 with charge +1 in a non-equilibrium geometry, with ωB97M-V with the def2-TZVPD basis set.

XYZ file:
```
24
Properties=species:S:1:pos:R:3:forces:R:3:nbo_charge:R:1
C 1.8654 -3.7374 1.1047 -1.04 3.58 -2.46 -0.158
C 0.8305 -2.7791 1.4141 0.94 -3.48 0.68 -0.292
C 2.5280 -3.3626 -0.0884 1.56 -1.34 -0.72 0.033
C 0.6092 -1.8180 0.5421 -1.25 2.88 -0.20 0.318
C 1.1736 -1.5266 -0.6214 1.47 -1.94 0.58 -0.035
C 0.7302 -0.6804 -1.6685 0.33 1.74 -1.68 0.093
C -1.9596 1.5537 -0.9373 -0.44 -0.98 -0.51 -0.429
C -0.7392 2.3624 -0.4123 -0.97 0.17 -0.97 -0.254
C -1.3224 0.1406 -0.7483 -0.32 0.15 -1.86 -0.022
N 2.2301 -2.3551 -0.8801 -0.85 0.82 -0.34 -0.321
N -0.2679 0.0651 -1.8188 -1.07 0.14 1.13 -0.370
N -0.9196 0.1759 0.6144 0.99 -1.65 1.19 -0.256
N -0.3547 1.5295 0.7787 0.37 0.85 -0.14 -0.410
H 2.0298 -4.6857 1.5125 0.06 -0.97 1.11 0.253
H 0.0712 -3.0965 2.0710 -0.61 0.14 1.43 0.272
H 3.3494 -3.9656 -0.5881 -0.93 0.43 1.29 0.237
H 1.3852 -0.6025 -2.5076 0.84 -0.55 -0.52 0.222
H -2.8417 1.5834 -0.2278 0.87 0.42 -1.02 0.235
H -2.2534 1.6754 -2.0444 0.55 0.24 1.93 0.278
H 0.0747 2.3803 -1.1847 -0.74 0.12 0.98 0.257
H -1.0032 3.3284 0.0217 0.20 0.16 -0.64 0.234
H -1.9631 -0.7485 -1.0197 0.23 1.01 1.00 0.261
H 0.6353 1.6607 0.9706 0.65 -1.06 -0.46 0.429
H -0.7057 2.0386 1.5952 -0.87 -0.88 0.19 0.426
```
Forces are in eV/Å.

Its HOMO energy (spin up / spin down) is -12.3 / -13.2 eV. The charge is +1. Its HOMO-LUMO gap (spin up / spin down) is 0.2506 / 0.3139 hartree. Its spin multiplicity is 1.

=====

Entry 3:
Computed, not measured: the ion C9H11N4 with charge +1 in a non-equilibrium geometry, with ωB97M-V with the def2-TZVPD basis set.

XYZ file:
```
24
Properties=species:S:1:pos:R:3:forces:R:3:nbo_charge:R:1
C 3.5476 1.1623 -0.1758 3.64 0.28 -0.55 -0.124
C 2.9359 0.9908 -1.3851 1.42 2.57 -2.21 -0.247
C 3.0652 0.5073 0.9401 -2.10 -0.74 4.46 -0.006
C 1.7993 0.2810 -1.4960 -0.59 0.58 -0.78 -0.080
C 1.8959 -0.2452 0.8840 0.70 -0.25 1.46 -0.295
C 1.2104 -0.4015 -0.3372 -0.80 -0.15 0.26 0.065
C -2.2366 0.0443 -0.9527 1.84 -0.98 3.09 0.117
C -2.9120 0.1217 0.4226 0.14 -1.24 0.50 0.368
C -0.1193 -1.0131 -0.4188 1.42 0.25 0.06 0.396
N -1.0276 -0.4099 -1.1176 -2.93 2.78 -1.70 -0.375
N -2.4351 -0.5135 1.4363 0.63 -0.06 -0.57 -0.744
N -4.0966 0.7745 0.4909 2.14 -1.32 -1.73 -0.774
N -0.3323 -2.2597 -0.0308 -0.61 -0.43 1.29 -0.723
H 4.6035 1.4490 0.0158 -0.84 0.59 -1.02 0.240
H 3.3385 1.5997 -2.2799 -0.71 -1.37 1.44 0.259
H 3.5358 0.7744 1.9927 -1.02 -0.88 -2.34 0.251
H 1.3001 0.4150 -2.4412 -0.51 -0.72 -0.02 0.245
H 1.5134 -0.5880 1.8654 -0.05 -0.08 -1.00 0.254
H -2.8137 0.5243 -1.6833 -0.18 0.41 -1.67 0.201
H -2.9931 -0.4158 2.2978 0.27 0.06 -0.61 0.355
H -4.4364 1.3603 -0.1810 -0.83 1.64 -2.10 0.393
H -4.4941 0.8366 1.3417 -1.64 0.28 3.25 0.390
H -1.2939 -2.3694 0.3262 0.72 -0.49 0.09 0.436
H 0.4450 -2.6251 0.4859 -0.13 -0.72 0.41 0.401
```
Forces are in eV/Å.

Its HOMO energy (spin up / spin down) is -9.7 / -12.7 eV. The charge is +1. The expectation value of S² is 2.036. Its HOMO-LUMO gap (spin up / spin down) is 0.2017 / 0.1879 hartree. Its spin multiplicity is 3.

=====

Entry 4:
Computed, not measured: a structure of composition C9H11N6O4PdS in a non-equilibrium geometry, with ωB97M-V with the def2-TZVPD basis set.

XYZ file:
```
32
Properties=species:S:1:pos:R:3:forces:R:3:nbo_charge:R:1
Pd 0.9100 -0.8504 0.0001 -0.40 -0.11 0.00 0.839
C 2.3469 4.3676 0.0001 0.02 0.01 0.00 -0.676
C 3.0957 3.0902 0.0001 -0.07 -0.07 0.00 0.363
N 4.3742 2.9396 0.0001 0.05 0.02 0.00 -0.204
N 4.5781 1.5863 0.0001 0.00 0.11 0.00 -0.347
C 3.4493 0.8852 0.0001 0.17 -0.19 0.00 0.236
S 3.2520 -0.7863 0.0002 -0.46 -0.45 0.00 -0.001
N 2.4884 1.8326 0.0001 -0.13 0.43 0.00 -0.238
N 1.1248 1.5317 0.0002 -0.11 -1.09 0.00 -0.621
H 3.0609 5.1868 0.0001 0.00 -0.01 0.00 0.283
H 1.7183 4.4571 0.8876 0.00 0.00 0.00 0.243
H 1.7183 4.4571 -0.8874 0.00 0.00 0.00 0.243
H 5.5159 1.2156 0.0001 0.00 0.02 0.00 0.451
H 0.6883 1.9278 -0.8289 0.02 -0.05 -0.04 0.408
H 0.6883 1.9279 0.8292 0.02 -0.05 0.04 0.408
C -2.5012 0.9207 0.0001 -0.09 -0.19 0.00 -0.648
C -2.3119 -0.5540 0.0000 0.15 0.01 0.00 0.408
N -1.1506 -1.1932 0.0000 0.46 0.55 0.00 -0.510
C -1.4126 -2.5374 -0.0001 0.10 -0.02 0.00 -0.007
C -2.7562 -2.7263 -0.0002 -0.10 0.00 0.00 0.040
N -3.2965 -1.4655 -0.0001 -0.03 -0.06 0.00 -0.461
C -3.6806 -3.9000 -0.0004 0.00 0.12 0.00 0.767
O -3.1338 -5.0903 -0.0003 0.11 -0.10 0.00 -0.639
O -4.8648 -3.6804 -0.0005 0.05 -0.06 0.00 -0.566
C -0.2701 -3.4724 -0.0001 -0.58 -0.04 0.00 0.766
O -0.4657 -4.6734 -0.0001 0.29 -0.05 0.00 -0.598
O 0.8911 -2.8960 -0.0001 0.66 1.06 0.00 -0.640
H -1.5219 1.3903 0.0003 -0.03 0.08 0.00 0.201
H -3.0497 1.2441 0.8845 0.01 0.03 0.00 0.256
H -3.0495 1.2443 -0.8843 0.01 0.03 0.00 0.256
H -4.2982 -1.3177 -0.0002 0.00 0.02 0.00 0.465
H -2.1372 -5.0614 -0.0002 -0.12 0.07 0.00 0.522
```
Forces are in eV/Å.

Its HOMO energy is -12.8 eV. The charge is +1. Its HOMO-LUMO gap is 0.2888 hartree. Its spin multiplicity is 1.

=====

Entry 5:
Computed, not measured: an isolated molecule of C9H11NO2 in a non-equilibrium geometry, with ωB97M-V with the def2-TZVPD basis set.

XYZ file:
```
23
Properties=species:S:1:pos:R:3:forces:R:3:nbo_charge:R:1
C -1.7756 -0.5604 0.3747 -0.04 -0.80 0.41 -0.149
C -1.8592 0.9211 0.6359 0.25 0.68 1.15 0.793
C -0.7225 -0.8732 -0.7042 0.08 0.94 -0.16 -0.451
C 0.6600 -0.3641 -0.3535 0.10 -0.20 -0.01 0.066
C 1.1103 0.8719 -0.8116 -0.10 0.23 0.03 -0.254
C 1.5034 -1.1278 0.4539 0.05 -0.11 0.13 -0.241
C 2.3614 1.3561 -0.4530 0.54 -0.07 0.27 -0.189
C 2.7683 -0.6559 0.8201 -0.40 0.13 -0.43 -0.203
C 3.2054 0.5862 0.3654 -0.67 0.11 -0.23 -0.219
H -3.4138 -0.6568 -0.8175 -0.33 0.37 -0.78 0.359
H -3.1132 -2.0525 -0.0558 0.02 0.20 0.09 0.360
H -1.4950 -1.0406 1.3262 0.07 0.34 -0.30 0.218
H -0.6876 -1.9337 -0.8683 -0.06 -0.65 0.05 0.216
H -1.0776 -0.4226 -1.6431 0.18 -0.04 0.18 0.217
H 0.4495 1.4717 -1.4367 0.16 -0.09 0.06 0.214
H 1.1534 -2.1129 0.7948 0.25 0.44 -0.09 0.208
H 2.7056 2.3378 -0.8002 -0.22 -0.44 0.10 0.214
H 3.4132 -1.2671 1.4302 0.07 -0.07 0.14 0.214
H 4.1747 0.9668 0.6587 0.01 -0.02 -0.05 0.215
H -2.3588 2.5181 -0.1885 0.01 -0.01 -0.05 0.501
N -3.1215 -1.0407 0.0523 0.33 -0.40 0.57 -0.810
O -1.5925 1.4905 1.6743 -0.23 -0.63 -0.99 -0.577
O -2.2881 1.5883 -0.4538 -0.07 0.10 -0.07 -0.698
```
Forces are in eV/Å.

Its HOMO energy is -9.1 eV. Its HOMO-LUMO gap is 0.3623 hartree. Its spin multiplicity is 1. As for the SMILES: N[C@@H](Cc1ccccc1)C(=O)O.